{
  "formula": "C64H158N6O16",
  "method": "the ωB97M-V functional and the def2-TZVPD basis",
  "charge": 0,
  "gap_ha": 0.3334,
  "largest_force_ev_per_a": 3.387,
  "homo_ev": -8.656,
  "spin_multiplicity": 1,
  "symbols": ["C", "C", "O", "H", "H", "H", "H", "H", "H", "C", "C", "O", "H", "H", "H", "H", "H", "H", "C", "C", "O", "H", "H", "H", "H", "H", "H", "C", "C", "O", "H", "H", "H", "H", "H", "H", "C", "C", "O", "H", "H", "H", "H", "H", "H", "C", "C", "O", "H", "H", "H", "H", "H", "H", "C", "C", "O", "H", "H", "H", "H", "H", "H", "C", "C", "O", "H", "H", "H", "H", "H", "H", "C", "C", "O", "H", "H", "H", "H", "H", "H", "C", "C", "O", "H", "H", "H", "H", "H", "H", "C", "C", "C", "C", "C", "C", "N", "O", "C", "C", "C", "H", "H", "H", "H", "H", "H", "H", "H", "H", "H", "H", "H", "H", "H", "H", "H", "H", "H", "H", "C", "C", "C", "C", "C", "C", "N", "O", "C", "C", "C", "H", "H", "H", "H", "H", "H", "H", "H", "H", "H", "H", "H", "H", "H", "H", "H", "H", "H", "H", "C", "C", "C", "C", "C", "C", "N", "O", "C", "C", "C", "H", "H", "H", "H", "H", "H", "H", "H", "H", "H", "H", "H", "H", "H", "H", "H", "H", "H", "H", "C", "C", "C", "C", "C", "C", "N", "O", "C", "C", "C", "H", "H", "H", "H", "H", "H", "H", "H", "H", "H", "H", "H", "H", "H", "H", "H", "H", "H", "H", "C", "C", "C", "O", "C", "N", "H", "H", "H", "H", "H", "H", "H", "H", "H", "H", "H", "C", "C", "C", "O", "C", "N", "H", "H", "H", "H", "H", "H", "H", "H", "H", "H", "H"],
  "xyz": [[2.4974, -5.4838, 0.7478], [2.7784, -6.6311, -0.1979], [1.6955, -6.8571, -1.0901], [3.1513, -5.4248, 1.5818], [1.4600, -5.3796, 1.0299], [2.7896, -4.4973, 0.2645], [2.8985, -7.5788, 0.3097], [3.6195, -6.4312, -0.8020], [0.9606, -7.2721, -0.6035], [1.3619, 4.7935, -2.7405], [0.1594, 4.3843, -3.5507], [-1.1304, 4.7015, -2.9582], [1.4033, 5.7953, -2.4483], [2.2437, 4.5387, -3.2821], [1.4677, 4.2455, -1.7547], [0.2728, 3.3331, -3.6667], [0.1115, 4.9585, -4.4708], [-1.7332, 4.5096, -3.7004], [-4.3744, 3.7128, -1.0396], [-3.2106, 3.0159, -0.4230], [-2.0412, 3.8499, -0.3172], [-4.7128, 4.5823, -0.4523], [-5.2030, 3.0260, -1.0723], [-4.1049, 4.1385, -2.0295], [-2.9659, 2.1607, -1.0288], [-3.4908, 2.7227, 0.6010], [-1.7473, 4.0980, -1.1964], [-2.4636, -6.2853, 0.1129], [-1.7656, -7.2519, 1.0543], [-0.4136, -7.1360, 1.1309], [-2.1598, -6.2330, -0.9708], [-2.4215, -5.1819, 0.4175], [-3.5513, -6.5831, 0.1172], [-2.0036, -8.3134, 0.7800], [-2.1504, -7.0048, 2.0622], [-0.0667, -6.6343, 1.8967], [5.2854, 1.5623, 2.8333], [4.5074, 0.6970, 1.9411], [3.1646, 1.3211, 1.7610], [5.2716, 2.5835, 2.4800], [6.3239, 1.2806, 2.7573], [4.9762, 1.5792, 3.8582], [4.3088, -0.2851, 2.4410], [4.8585, 0.6192, 0.8841], [2.6311, 0.8381, 1.0322], [-1.4738, -0.3966, -7.7476], [-0.1950, 0.3244, -7.3120], [-0.2953, 1.7743, -7.0733], [-1.0638, -1.4397, -7.9219], [-2.0009, -0.1055, -8.6206], [-2.1782, -0.3754, -6.9208], [0.6105, 0.1778, -8.0325], [0.0866, -0.1396, -6.3410], [-0.3351, 2.2169, -7.9068], [-2.2026, 1.4321, -3.9085], [-3.2658, 1.9369, -4.8255], [-2.7613, 3.0415, -5.6066], [-1.8381, 2.2840, -3.3724], [-1.3662, 0.9593, -4.4699], [-2.6539, 0.7751, -3.2436], [-4.0531, 2.3425, -4.2198], [-3.7276, 1.1758, -5.4869], [-2.1190, 2.6745, -6.2051], [3.0017, -0.3121, 6.3786], [4.3391, 0.3425, 6.5252], [4.3587, 1.7887, 6.8235], [2.4161, 0.0663, 5.5631], [2.4368, -0.3888, 7.2853], [3.1836, -1.3461, 6.0830], [4.9380, 0.1410, 5.6021], [4.8895, -0.0750, 7.3983], [3.7642, 2.1807, 6.1862], [2.0021, -5.9053, 4.6736], [0.4379, -5.8583, 4.8336], [-0.2486, -5.8602, 3.6384], [2.3151, -4.9651, 4.1815], [2.3728, -6.5773, 3.8761], [2.5717, -5.9701, 5.5834], [0.1610, -4.9491, 5.3769], [0.1516, -6.6786, 5.5026], [-0.1154, -5.0107, 3.1950], [3.4930, 4.8515, 3.8060], [2.3047, 3.9532, 3.7662], [2.5522, 2.6819, 4.3179], [4.1326, 4.7606, 2.9747], [4.1198, 4.5927, 4.6756], [3.3346, 5.9589, 3.8013], [1.8576, 3.9482, 2.8264], [1.6108, 4.4290, 4.4791], [2.6649, 2.0668, 3.5839], [-6.2844, -1.1330, 1.1410], [-6.0443, -1.2535, -0.3658], [-5.7519, -2.7105, -0.6594], [-5.7906, -3.1646, -2.1153], [-7.1819, -2.6619, -2.6630], [-7.5288, -1.2387, -2.4002], [-7.3515, -0.9654, -0.9504], [-7.6106, 0.4470, -0.7530], [-6.5606, -0.3304, -3.2234], [-8.9562, -0.9913, -2.7637], [-4.8705, -0.3615, -0.8068], [-5.3766, -1.3989, 1.7263], [-7.2223, -1.5445, 1.4809], [-6.4434, -0.0662, 1.3582], [-4.8030, -2.9781, -0.2935], [-6.4892, -3.3110, -0.0789], [-5.7325, -4.2387, -2.1473], [-4.9101, -2.7141, -2.6188], [-7.9344, -3.2152, -2.1713], [-7.3405, -2.8413, -3.7895], [-6.6045, 0.6824, -2.9831], [-5.5521, -0.7025, -3.1246], [-6.9641, -0.3267, -4.2243], [-9.3233, 0.0047, -2.7174], [-9.2084, -1.4010, -3.7495], [-9.5511, -1.6063, -2.0673], [-4.0041, -0.5826, -0.1520], [-5.0674, 0.6794, -0.8298], [-4.3962, -0.6346, -1.7204], [-8.4973, 0.5265, -0.3309], [-1.7673, -3.7821, -2.7809], [-0.6769, -4.2724, -3.8336], [-1.0701, -3.6373, -5.1573], [0.1033, -3.8463, -6.1439], [1.3115, -3.1665, -5.5910], [1.7541, -3.7304, -4.2241], [0.6065, -3.6567, -3.3379], [0.9668, -4.0893, -2.0599], [2.4025, -5.0831, -4.2938], [2.7865, -2.7564, -3.5985], [-0.6343, -5.7449, -3.9153], [-2.8340, -4.0573, -2.9651], [-1.6086, -2.7442, -2.8213], [-1.4425, -4.1263, -1.7703], [-1.9614, -4.1633, -5.4757], [-1.2549, -2.5383, -5.0202], [-0.1211, -3.3331, -7.0854], [0.0867, -4.8945, -6.3933], [1.0293, -2.0857, -5.4986], [2.1203, -3.1550, -6.3385], [2.3367, -5.6063, -3.3320], [1.9897, -5.7823, -4.9847], [3.3736, -4.9485, -4.7028], [3.1668, -3.1238, -2.6035], [3.6351, -2.4658, -4.2406], [2.3197, -1.7746, -3.4075], [-0.0946, -6.0046, -4.8052], [-1.6631, -6.2196, -3.9138], [-0.0630, -6.1901, -3.0765], [1.0138, -5.0403, -1.9304], [6.7546, 7.9114, -1.7046], [6.8282, 6.4473, -1.3113], [7.8534, 6.2524, -0.1194], [7.6922, 4.8885, 0.5473], [6.2417, 4.5313, 0.7473], [5.2515, 4.7808, -0.3868], [5.4513, 6.0969, -0.8879], [4.6074, 6.2733, -2.0484], [5.2602, 3.6252, -1.3632], [3.8555, 4.8376, 0.1830], [7.3959, 5.6282, -2.5212], [6.1556, 8.1113, -2.5584], [7.7822, 8.2607, -1.7923], [6.3169, 8.4609, -0.8487], [8.8312, 6.4118, -0.4454], [7.5788, 6.8913, 0.6735], [8.1349, 4.9770, 1.5358], [8.2750, 4.0524, 0.0951], [5.7844, 5.1299, 1.5226], [6.2553, 3.4824, 1.0878], [4.8783, 2.7576, -0.8408], [4.6077, 3.9167, -2.2564], [6.2621, 3.5068, -1.6851], [3.1040, 4.7499, -0.6216], [3.6574, 4.0023, 0.8565], [3.5982, 5.7300, 0.8033], [7.9987, 4.7918, -2.1795], [8.0693, 6.1606, -3.1992], [6.5709, 5.1014, -3.0740], [3.8713, 6.6842, -1.5791], [1.2428, -1.5396, 2.2142], [0.5192, -0.9574, 1.0721], [-0.2691, 0.2380, 1.4995], [-0.8593, 1.0620, 0.3858], [0.2560, 1.5825, -0.5442], [1.0407, 0.3631, -1.0450], [1.5653, -0.4832, 0.1036], [2.2712, -1.5922, -0.4600], [0.2304, -0.4585, -2.0297], [2.3471, 0.7828, -1.8073], [-0.3755, -2.0547, 0.5106], [1.8397, -2.4247, 1.9468], [0.4994, -1.8343, 2.9383], [1.8767, -0.9057, 2.8388], [-1.0187, 0.0496, 2.2545], [0.3941, 0.8499, 2.0948], [-1.3658, 1.9193, 0.8629], [-1.5709, 0.4343, -0.1565], [0.8373, 2.3441, 0.0049], [-0.1886, 2.0982, -1.3698], [0.1467, -1.4914, -1.8268], [-0.7503, -0.0887, -2.1721], [0.6554, -0.3692, -2.9936], [2.9325, 1.4469, -1.1709], [2.9670, -0.0778, -2.0164], [2.1743, 1.3023, -2.7199], [0.2851, -2.8924, 0.0483], [-1.0372, -1.6301, -0.2766], [-1.0391, -2.5914, 1.2338], [1.6668, -2.1519, -1.0007], [-2.5282, 1.7946, 4.4309], [-2.6772, 2.7431, 3.2549], [-3.8767, 3.6108, 3.5058], [-4.1975, 4.2751, 2.3627], [-4.5186, 5.6560, 2.4182], [-1.5175, 3.6507, 3.0383], [-3.3681, 1.0910, 4.4859], [-2.3588, 2.2719, 5.3624], [-1.6740, 1.1138, 4.3261], [-2.9095, 2.2121, 2.3344], [-3.5871, 4.3191, 4.2252], [-4.6811, 3.0112, 3.9428], [-4.4460, 5.9902, 1.3993], [-3.9466, 6.2792, 3.0740], [-5.5457, 5.8443, 2.7394], [-0.7867, 3.0778, 2.5564], [-1.7627, 4.2942, 2.2553], [-1.7652, -2.5918, 8.7441], [-0.8058, -1.5215, 8.1586], [-1.0140, -1.1038, 6.7095], [-0.7823, -2.1750, 5.8996], [-1.4976, -2.1585, 4.6741], [-0.9127, -0.3220, 8.9818], [-1.3416, -3.0224, 9.6417], [-2.0873, -3.4132, 8.0736], [-2.6688, -2.0059, 9.0205], [0.2564, -1.9260, 8.0877], [-0.2696, -0.3238, 6.5002], [-2.0393, -0.7062, 6.5698], [-1.0738, -1.4288, 4.0039], [-2.5030, -1.8116, 4.8617], [-1.5510, -3.0918, 4.1238], [-0.3550, 0.4091, 8.5689], [-0.5656, -0.4788, 9.8936]],
  "mulliken_charge": [-0.31, -0.90, -0.46, 0.69, -0.05, -0.11, 0.38, 0.42, 0.20, -1.07, 0.15, -0.69, 0.57, 0.35, -0.23, 0.06, 0.56, 0.20, -1.33, 1.45, -0.57, 0.11, 0.27, 0.28, -0.35, -0.20, 0.43, -0.28, -0.41, -0.34, -0.02, -0.04, 0.43, 0.27, 0.24, 0.27, -0.41, -0.13, 0.78, -0.59, 0.56, -0.25, 0.17, 0.38, -0.47, -0.71, 0.21, -0.52, 0.13, 0.45, 0.09, 0.53, -0.43, 0.28, 2.26, -1.00, -0.62, -0.77, -0.19, -0.71, 0.33, 0.31, 0.39, -0.66, -0.41, -0.60, 0.11, 0.30, 0.36, 0.18, 0.34, 0.33, -0.91, 0.07, -0.44, 0.06, 0.29, 0.46, -0.06, 0.34, 0.15, -1.09, 0.27, -0.27, 0.01, 0.30, 0.34, -0.01, 0.32, -0.23, -2.21, 2.83, -2.42, 0.24, -1.65, 2.15, -0.01, -0.49, -1.90, -2.15, -1.38, 0.31, 0.52, 0.43, 0.71, 0.36, 0.55, -0.26, 0.48, 0.36, 0.42, 0.23, 0.53, 0.43, 0.39, 0.49, 0.36, 0.36, -0.13, 0.34, -1.43, 1.72, -1.12, -0.87, -1.06, 1.81, -0.03, 2.22, -1.88, -1.09, -1.31, 0.65, 0.02, -0.38, 0.55, -0.20, 0.53, 0.48, -0.26, 0.46, 0.04, 0.43, 0.56, 0.03, 0.52, 0.01, 0.36, 0.42, -0.12, -0.61, -1.95, 1.59, -1.51, -0.99, -0.94, 2.78, 0.03, -0.48, -1.27, -0.60, -1.52, 0.43, 0.45, 0.42, 0.48, 0.44, 0.54, 0.29, 0.72, -0.28, -0.15, 0.15, 0.58, -0.45, -0.34, 0.42, 0.37, 0.37, 0.22, 0.37, -1.95, 4.06, -0.80, 1.45, -0.02, 2.75, 0.30, -0.77, -0.41, -1.71, -0.07, 0.21, -0.01, -0.42, 0.50, -0.44, -1.07, -0.92, -0.21, -0.37, -0.38, -0.86, 0.92, -0.18, 0.48, 0.53, -0.68, -0.75, 0.60, -0.16, -1.90, 2.95, -1.44, -0.04, -1.00, -0.65, 0.40, 0.53, 0.07, -0.91, 0.58, 0.33, 0.23, 0.42, 0.34, -0.28, 0.41, -1.49, 0.85, -0.63, -0.27, -0.26, -0.71, 0.39, 0.25, 0.37, 0.17, 0.04, 0.31, -0.02, 0.48, 0.30, 0.24, 0.26]
}